(a)
Below is a single CH3ClN2O2 molecule, with properties calculated with ωB97M-V with the def2-TZVPD basis set.

Cartesian coordinates (Å):
O 1.61 0.36 -0.62
N 0.52 0.09 -1.11
O 0.38 -0.14 -2.30
C -0.67 0.06 -0.09
N -0.24 0.13 1.23
Cl 0.53 -1.46 1.76
H -1.47 -0.72 -0.17
H -1.31 0.92 -0.07
H 0.65 0.76 1.37

Summary:
Kohn-Sham gap: 0.3780 Eh
total charge: 0

Atomic partial charges in e from the natural (NBO) method, atoms 1 to 8:
1 O -0.3780
2 N 0.5137
3 O -0.3447
4 C -0.1876
5 N -0.5415
6 Cl 0.0202
7 H 0.2521
8 H 0.2494


(b)
Below is a single CH3ClN2O2 molecule, with properties calculated with ωB97M-V with the def2-TZVPD basis set.

Cartesian coordinates (Å):
N -1.18 -1.23 -0.04
N 0.03 -1.04 -0.25
O 0.41 0.49 -0.67
C 0.96 1.32 0.11
O 1.22 1.16 1.26
Cl 1.27 2.81 -0.93
H -1.69 -1.17 0.83
H -1.61 -1.44 -0.90
H 0.58 -0.90 0.59

Summary:
Kohn-Sham gap: 0.3943 Eh
total charge: 0

Atomic partial charges in e from the natural (NBO) method, atoms 1 to 8:
1 N -0.5387
2 N -0.1222
3 O -0.5185
4 C 0.7940
5 O -0.6059
6 Cl -0.1341
7 H 0.3788
8 H 0.3811


(c)
Below is a single CH3ClN2O2 molecule, with properties calculated with ωB97M-V with the def2-TZVPD basis set.

Cartesian coordinates (Å):
N -1.65 0.22 0.18
N -0.84 -0.25 -0.80
O 0.58 0.50 -0.68
C 1.44 -0.12 0.13
O 1.23 -1.18 0.63
Cl 2.96 0.72 0.07
H -1.04 0.25 1.10
H -2.09 1.07 -0.13
H -0.60 -1.21 -0.51

Summary:
Kohn-Sham gap: 0.4248 Eh
total charge: 0

Atomic partial charges in e from the natural (NBO) method, atoms 1 to 8:
1 N -0.6163
2 N -0.1372
3 O -0.4614
4 C 0.7139
5 O -0.5884
6 Cl -0.0119
7 H 0.3636
8 H 0.3744


Winner for stability: (c)


(a)
Below is a single CH3ClN2O2 molecule, with properties calculated with ωB97M-V with the def2-TZVPD basis set.

Cartesian coordinates (Å):
C -1.03 0.52 -0.09
N 1.12 -1.07 -0.25
N 0.42 0.47 0.22
O 2.33 -1.03 -0.19
O 1.12 1.42 0.01
Cl -1.85 -1.05 0.15
H -1.47 1.29 0.64
H -1.26 0.91 -1.03
H 0.62 -1.47 0.53

Summary:
Kohn-Sham gap (alpha / beta): 0.3308 / 0.2945 Eh
total charge: 0

Atomic partial charges in e from the natural (NBO) method, atoms 1 to 8:
1 C -0.2744
2 N -0.0218
3 N 0.1283
4 O -0.2897
5 O -0.2934
6 Cl -0.0273
7 H 0.2328
8 H 0.2202


(b)
Below is 2 unconnected molecules or ions with the total composition CH3ClN2O2, with properties calculated with ωB97M-V with the def2-TZVPD basis set.

Cartesian coordinates (Å):
O -1.32 0.97 -2.02
N -1.54 1.00 -0.90
Cl -2.02 2.65 -0.28
C 1.00 -1.56 0.56
N 1.33 -0.48 -0.03
O 0.54 0.69 0.04
H 0.39 -1.72 1.48
H 1.69 -2.32 0.36
H -0.07 0.78 0.80

Summary:
Kohn-Sham gap: 0.3548 Eh
total charge: 0

Atomic partial charges in e from the natural (NBO) method, atoms 1 to 8:
1 O -0.1661
2 N 0.2534
3 Cl -0.1114
4 C -0.1651
5 N -0.0705
6 O -0.5661
7 H 0.1716
8 H 0.1942


Winner for stability: (b)


(a)
Below is a gas-phase ion, CH6N3S2 (charge +1), with properties calculated with ωB97M-V with the def2-TZVPD basis set.

Cartesian coordinates (Å):
C -0.72 -0.72 0.06
N -0.58 -2.00 0.11
N 0.24 0.20 -0.09
N 0.05 1.55 0.28
S -2.38 0.00 0.17
S 1.93 -0.43 0.29
H 0.23 -2.52 0.24
H -1.35 -2.57 0.10
H -2.11 1.24 0.19
H 0.61 1.67 1.10
H 0.41 2.26 -0.44
H 2.50 -0.13 -0.91

Summary:
Kohn-Sham gap: 0.3794 Eh
total charge: +1

Atomic partial charges in e from the natural (NBO) method, atoms 1 to 8:
1 C 0.4072
2 N -0.7057
3 N -0.3419
4 N -0.6409
5 S 0.1297
6 S 0.1476
7 H 0.4440
8 H 0.4283


(b)
Below is a gas-phase ion, CH6N3S2 (charge +1), with properties calculated with ωB97M-V with the def2-TZVPD basis set.

Cartesian coordinates (Å):
C -0.38 0.26 -0.54
N -1.25 0.79 -1.37
N 0.85 0.45 -1.05
N -0.68 -0.50 0.48
S 0.53 -0.72 2.27
S 2.32 -0.17 2.84
H -1.01 0.84 -2.37
H -2.25 0.90 -1.12
H 1.10 1.16 -1.68
H 1.69 0.06 -0.52
H -1.52 -0.88 0.79
H 0.60 -2.19 2.26

Summary:
Kohn-Sham gap (alpha / beta): 0.2603 / 0.2604 Eh
total charge: +1

Atomic partial charges in e from the natural (NBO) method, atoms 1 to 8:
1 C 0.6357
2 N -0.7762
3 N -0.7758
4 N -0.7374
5 S 0.3945
6 S -0.0367
7 H 0.4264
8 H 0.4258


Winner for stability: (a)


(a)
Below is a single C4H4O3S molecule, with properties calculated with ωB97M-V with the def2-TZVPD basis set.

Cartesian coordinates (Å):
O -1.53 1.86 -0.37
C -1.30 0.78 0.06
S -2.50 -0.40 -0.09
C -0.01 0.28 0.93
O 1.17 0.99 0.53
C 1.62 0.37 -0.56
C 1.05 -0.87 -0.70
O 0.31 -1.06 0.53
H -2.05 -1.52 0.26
H -0.19 0.18 1.98
H 2.35 0.99 -1.09
H 1.08 -1.60 -1.49

Summary:
Kohn-Sham gap: 0.3427 Eh
total charge: 0

Atomic partial charges in e from the natural (NBO) method, atoms 1 to 8:
1 O -0.5084
2 C 0.3311
3 S 0.0602
4 C 0.2851
5 O -0.4779
6 C 0.0795
7 C -0.0411
8 O -0.5230


(b)
Below is a single C4H4O3S molecule, with properties calculated with ωB97M-V with the def2-TZVPD basis set.

Cartesian coordinates (Å):
O 1.94 1.47 0.20
C 0.78 1.33 -0.16
C 0.10 0.00 -0.24
S 1.20 -1.37 0.10
C -0.81 -0.09 -1.45
O -2.01 0.06 -0.60
C -1.22 0.05 0.57
O -1.58 0.09 1.67
H 0.15 2.19 -0.45
H 2.26 -0.61 0.54
H -0.81 0.68 -2.23
H -0.79 -1.06 -1.95

Summary:
Kohn-Sham gap: 0.3632 Eh
total charge: 0

Atomic partial charges in e from the natural (NBO) method, atoms 1 to 8:
1 O -0.4924
2 C 0.4382
3 C -0.4379
4 S 0.0043
5 C -0.0709
6 O -0.4985
7 C 0.8024
8 O -0.4870


Winner for stability: (b)


(a)
Below is a single C4H9FINO molecule, with properties calculated with ωB97M-V with the def2-TZVPD basis set.

Cartesian coordinates (Å):
C -0.51 0.06 1.99
C 0.29 -1.83 0.48
C -1.27 2.31 -3.24
C 0.50 -0.39 0.90
N 0.61 0.40 -0.32
O 1.55 -2.40 0.17
F 1.53 1.46 0.00
I -1.38 1.40 -1.34
H -1.52 -0.02 1.69
H -0.28 1.08 2.19
H -0.45 -0.49 2.97
H -0.17 -2.44 1.29
H -0.34 -1.91 -0.55
H -0.84 3.24 -3.29
H -1.29 1.64 -4.03
H 1.47 -0.33 1.33
H 2.11 -1.79 -0.24

Summary:
Kohn-Sham gap (alpha / beta): 0.2657 / 0.3020 Eh
total charge: 0

Atomic partial charges in e from the natural (NBO) method, atoms 1 to 8:
1 C -0.6259
2 C -0.0537
3 C -0.5310
4 C -0.1924
5 N -0.0839
6 O -0.7229
7 F -0.3010
8 I 0.4436


(b)
Below is 2 unconnected molecules or ions with the total composition C4H9FINO, with properties calculated with ωB97M-V with the def2-TZVPD basis set.

Cartesian coordinates (Å):
C -1.69 0.55 -0.37
C -0.25 -1.53 -0.01
C 1.90 1.01 -0.91
C -0.76 -0.13 0.57
N 0.45 0.63 0.99
O 0.53 -2.18 0.95
F 0.00 1.91 1.37
I 3.60 -0.14 -0.28
H -2.20 -0.01 -1.31
H -1.12 1.33 -0.87
H -2.40 1.13 0.23
H -1.16 -2.10 -0.30
H 0.23 -1.20 -0.99
H 1.98 2.05 -0.61
H 1.18 0.40 -1.43
H -1.12 -0.38 1.58
H 0.83 -1.33 1.38

Summary:
Kohn-Sham gap (alpha / beta): 0.2926 / 0.3466 Eh
total charge: 0

Atomic partial charges in e from the natural (NBO) method, atoms 1 to 8:
1 C -0.6577
2 C -0.0438
3 C -0.4569
4 C -0.1872
5 N 0.0376
6 O -0.6951
7 F -0.2699
8 I 0.1395


Winner for stability: (b)


(a)
Below is a single C2H2ClFO2 molecule, with properties calculated with ωB97M-V with the def2-TZVPD basis set.

Cartesian coordinates (Å):
O -2.10 -0.13 0.59
C -0.99 -0.48 0.28
O -0.56 -1.72 0.55
C 0.01 0.41 -0.53
F 0.44 -0.23 -1.63
Cl 1.38 1.05 0.47
H 0.17 -1.86 -0.11
H -0.57 1.28 -0.89

Summary:
Kohn-Sham gap: 0.4318 Eh
total charge: 0

Population analysis type natural (NBO), resulting atomic charges in e:
1 O -0.5185
2 C 0.7245
3 O -0.6423
4 C 0.1078
5 F -0.3252
6 Cl -0.0439
7 H 0.4894
8 H 0.2081


(b)
Below is a molecular structure, C2H2ClFO2, with properties calculated with ωB97M-V with the def2-TZVPD basis set.

Cartesian coordinates (Å):
C 0.11 -0.30 -0.56
C -0.88 -0.06 1.07
O 1.38 -0.23 -0.11
O -0.38 0.18 2.07
F 0.47 -1.05 -1.99
Cl -0.65 1.11 -1.27
H -1.93 -0.02 0.60
H 1.85 0.14 -0.80

Summary:
Kohn-Sham gap: 0.3739 Eh
total charge: 0

Population analysis type natural (NBO), resulting atomic charges in e:
1 C 0.3943
2 C 0.4891
3 O -0.6560
4 O -0.4143
5 F -0.4623
6 Cl -0.0284
7 H 0.1918
8 H 0.4856


Winner for stability: (a)